(a)
The following is a quantum chemistry calculation of the molecule C4H11N3O, from the Open Molecules 2025 dataset.

XYZ file:
```
19
Properties=species:S:1:pos:R:3
C -0.27 -0.12 -0.83
N 1.19 -0.05 -0.77
C 1.83 -1.35 -0.71
N 1.79 -1.95 0.63
C -0.89 1.24 -0.54
N -1.14 1.46 0.88
C -2.39 1.71 1.34
O -3.36 1.91 0.65
H -0.69 -0.89 -0.16
H -0.56 -0.42 -1.84
H 1.45 0.41 0.10
H 2.86 -1.25 -1.04
H 1.34 -2.02 -1.42
H 1.05 -2.62 0.72
H 2.67 -2.32 0.94
H -1.82 1.38 -1.06
H -0.18 2.00 -0.91
H -0.44 1.18 1.55
H -2.42 1.71 2.45
```

Properties
HOMO energy = -9.19 eV
total charge = 0
SMILES string = NCNCCNC=O
LUMO energy = 0.0332 Eh
orbital gap = 10.0898 eV

(b)
The following is a quantum chemistry calculation of the molecule C4H11N3O, from the Open Molecules 2025 dataset.

XYZ file:
```
19
Properties=species:S:1:pos:R:3
N -0.56 1.27 -2.15
C 0.81 1.27 -1.62
C 1.17 0.38 -0.42
N 0.37 -0.65 -0.04
C -1.06 -0.57 0.20
C -1.39 -0.41 1.68
N -1.14 -1.67 2.37
O 2.31 0.50 -0.02
H -0.83 0.33 -2.40
H -0.62 1.89 -2.94
H 1.04 2.27 -1.34
H 1.51 0.92 -2.38
H 0.75 -1.30 0.64
H -1.54 0.25 -0.33
H -1.57 -1.44 -0.23
H -2.42 -0.06 1.82
H -0.70 0.33 2.01
H -1.42 -2.46 1.79
H -1.52 -1.81 3.29
```

Properties
HOMO energy = -9.37 eV
total charge = 0
SMILES string = NCCNC(=O)CN
LUMO energy = 0.0339 Eh
orbital gap = 10.2922 eV

Unit: kJ/mol. Relative energies: (a) 0.0; (b) 9.8.